# C45H96N2O20

A cluster of 9 separate species, C45H96N2O20 in total in a non-equilibrium geometry (ωB97M-V/def2-TZVPD, OMol25).

Geometry as XYZ:
```
163
Properties=species:S:1:pos:R:3:forces:R:3
C 2.24096 5.82081 -1.84009 0.280 -0.357 -0.050
C 3.51010 6.34263 -2.46513 0.417 0.063 -0.367
O 3.22336 7.52861 -3.20561 -0.122 -0.149 0.132
C 4.17836 5.28528 -3.34130 -0.466 -0.020 0.012
N 3.26739 4.73243 -4.36008 0.815 -0.186 0.312
C 2.84910 3.37399 -4.03453 -0.485 0.324 -0.432
C 2.03471 2.78603 -5.17857 0.402 -0.164 -0.190
O 1.18084 3.73897 -5.79579 -0.262 -0.108 0.260
C 0.33446 4.38961 -4.95391 0.172 0.386 -0.053
C -0.40852 3.76895 -3.95315 0.002 0.186 -0.068
C -1.26756 4.51753 -3.15224 -0.207 0.419 0.080
C -1.42172 5.89173 -3.31879 0.278 -0.035 -0.163
C -0.67936 6.49030 -4.32216 -0.102 -0.088 0.165
C 0.18081 5.76600 -5.11708 0.342 -0.135 -0.332
C 0.81784 6.70243 -6.10848 -0.875 -0.493 0.962
O 1.73476 6.50117 -6.83076 0.546 0.000 -0.815
N 0.10128 7.94756 -6.00334 0.144 -0.293 -0.028
C -0.63490 7.91601 -4.77045 0.342 -0.855 -0.324
O -1.05242 8.87448 -4.21302 -0.691 0.745 0.301
H 2.47093 4.86108 -1.37789 -0.027 -0.046 0.323
H 1.85531 6.49807 -1.08683 -0.200 0.127 -0.018
H 1.51472 5.61574 -2.62126 -0.234 0.234 -0.026
H 4.24837 6.58157 -1.69115 -0.047 0.105 0.176
H 3.76791 7.51220 -3.99648 -0.043 0.147 -0.107
H 4.56119 4.51028 -2.66977 0.046 -0.155 -0.008
H 5.04709 5.71617 -3.84134 0.071 0.160 0.006
H 3.78309 4.70860 -5.23070 -0.277 0.027 -0.224
H 2.21856 3.42413 -3.15044 0.138 -0.107 0.265
H 3.69366 2.70212 -3.86237 0.053 -0.166 0.282
H 2.70625 2.45514 -5.96729 0.009 0.091 -0.217
H 1.49690 1.89664 -4.85125 -0.193 -0.066 0.118
H -0.33167 2.70269 -3.80915 -0.023 -0.125 0.052
H -1.85738 4.03620 -2.38820 0.012 -0.285 0.004
H -2.09822 6.47831 -2.71894 -0.060 -0.004 0.160
H -0.52443 8.00524 -6.80170 0.213 0.717 -0.119
C -2.94967 0.86905 -3.92583 0.112 0.046 0.005
O -3.32460 1.89350 -3.02175 -0.048 -0.141 -0.002
C -4.66586 2.33095 -3.18962 0.168 0.192 0.172
C -5.58438 1.72106 -2.15401 -0.287 -0.097 -0.175
O -5.69261 0.31312 -2.31436 0.139 -0.004 0.014
C -4.88604 -0.42169 -1.41203 -0.065 -0.003 -0.015
H -2.01829 0.43175 -3.56649 0.023 0.026 -0.015
H -3.70671 0.08323 -3.98259 -0.024 0.014 -0.015
H -2.77919 1.28488 -4.92520 -0.032 -0.055 -0.030
H -5.02268 2.10670 -4.19900 -0.031 -0.040 0.005
H -4.66947 3.41887 -3.06713 -0.039 -0.001 -0.027
H -6.58839 2.13599 -2.28482 0.026 0.045 -0.011
H -5.24444 1.96971 -1.14401 0.064 -0.006 -0.004
H -5.33066 -0.41920 -0.41089 0.055 0.005 0.027
H -3.87127 -0.02071 -1.35774 0.004 0.011 0.007
H -4.83975 -1.44872 -1.77199 -0.050 -0.001 -0.005
C 0.95009 -1.78396 -5.56519 -0.030 0.094 0.001
O -0.15105 -1.70140 -4.67599 0.066 -0.077 -0.094
C -1.05259 -2.79191 -4.80771 -0.114 0.268 0.183
C -0.83820 -3.81477 -3.71431 0.028 -0.274 -0.102
O 0.42933 -4.44089 -3.81695 0.033 0.113 0.016
C 1.40543 -3.88363 -2.94893 -0.001 -0.043 0.066
H 1.70239 -1.07307 -5.22571 -0.026 0.033 0.006
H 1.38863 -2.78384 -5.57249 -0.005 -0.008 -0.002
H 0.64340 -1.51413 -6.58136 0.032 -0.041 -0.020
H -0.95975 -3.25301 -5.79513 0.040 -0.046 0.012
H -2.06639 -2.38766 -4.71875 -0.010 -0.029 -0.016
H -1.59515 -4.60031 -3.80812 -0.023 0.039 0.003
H -0.95840 -3.34450 -2.73283 0.010 0.036 0.010
H 1.23485 -4.20640 -1.91651 0.022 0.047 0.015
H 1.40686 -2.79204 -2.99425 -0.012 -0.004 0.007
H 2.37961 -4.24782 -3.27204 -0.025 -0.059 -0.018
C -0.10413 -6.56161 2.99238 -0.006 -0.035 0.036
O -0.30116 -7.47617 1.92474 0.069 0.134 -0.011
C -0.80008 -6.85924 0.75059 -0.001 -0.280 0.051
C 0.29614 -6.60883 -0.26112 -0.072 0.307 -0.130
O 1.24707 -5.66476 0.21365 0.007 -0.124 0.084
C 2.42802 -6.27353 0.70938 0.038 0.086 -0.031
H 0.50685 -7.05005 3.74862 -0.072 -0.067 0.013
H 0.40667 -5.65513 2.65932 -0.022 0.016 -0.002
H -1.06788 -6.29330 3.43988 0.032 0.071 0.033
H -1.31098 -5.92238 0.99565 0.020 0.035 -0.010
H -1.53607 -7.53956 0.31017 -0.004 0.031 -0.023
H -0.15105 -6.19015 -1.16950 0.008 -0.041 -0.017
H 0.78934 -7.54667 -0.53177 -0.004 -0.030 0.035
H 3.05947 -6.61298 -0.11889 0.009 -0.047 0.026
H 2.20222 -7.11823 1.36287 -0.010 -0.001 0.002
H 2.97244 -5.52277 1.28106 -0.007 0.027 -0.025
C 4.82187 1.28795 2.92579 -0.192 0.334 0.200
O 4.08168 2.48176 3.12062 0.163 0.016 -0.163
C 4.61035 3.59123 2.40941 -0.208 0.047 0.257
C 3.83699 3.86124 1.13864 0.182 0.017 -0.288
O 3.97185 2.80283 0.20026 -0.050 -0.026 0.053
C 2.86012 1.92259 0.17968 -0.015 0.036 -0.006
H 4.21368 0.46049 3.28882 0.107 1.395 -0.183
H 5.04958 1.12174 1.87083 -0.016 -0.050 -0.035
H 5.75560 1.31731 3.49883 0.101 -0.004 -0.019
H 5.67052 3.43747 2.18587 0.006 -0.023 -0.045
H 4.52656 4.46509 3.06367 0.022 0.029 -0.030
H 4.24181 4.76041 0.66278 -0.029 0.042 0.056
H 2.78140 4.04333 1.36157 -0.008 -0.013 0.054
H 2.01332 2.38668 -0.33962 -0.042 0.001 0.015
H 2.55167 1.63566 1.18694 0.013 -0.037 -0.003
H 3.15790 1.02745 -0.36434 0.025 0.011 -0.020
C -7.86089 1.27882 -5.63168 0.120 0.044 0.053
O -8.30578 2.48236 -5.02695 -0.070 -0.145 -0.047
C -9.15359 3.24792 -5.86974 0.123 0.151 0.224
C -10.61293 3.06791 -5.51451 -0.146 -0.064 -0.215
O -11.05671 1.74210 -5.75340 0.110 -0.028 0.082
C -11.11414 0.94666 -4.58236 -0.044 0.011 -0.038
H -7.43881 0.64619 -4.85099 0.021 0.065 0.041
H -8.67757 0.74153 -6.11808 -0.018 0.023 -0.009
H -7.08043 1.49794 -6.36930 -0.025 -0.076 -0.054
H -8.98316 2.99415 -6.92019 -0.031 -0.035 -0.014
H -8.88591 4.29994 -5.72949 -0.018 0.003 -0.031
H -11.21216 3.72873 -6.14860 0.014 0.027 0.025
H -10.78775 3.35075 -4.47197 0.038 -0.003 0.025
H -11.98647 1.21754 -3.97783 0.031 -0.005 0.050
H -10.20973 1.04923 -3.97857 0.002 0.009 0.006
H -11.21266 -0.09180 -4.89421 -0.036 0.013 -0.033
C -1.31806 -9.02836 5.77418 0.059 0.018 -0.068
O -0.64199 -7.84762 6.17268 -0.116 -0.085 0.108
C -1.51658 -6.84149 6.65864 0.270 0.100 -0.113
C -1.53156 -6.78577 8.17033 -0.246 -0.010 0.096
O -2.07695 -7.96481 8.73990 0.095 -0.053 -0.083
C -1.09445 -8.87099 9.20901 -0.045 0.020 0.031
H -0.57171 -9.81288 5.66000 0.029 0.032 -0.030
H -2.05175 -9.34430 6.51890 -0.010 0.013 0.007
H -1.81817 -8.87623 4.81137 -0.036 -0.029 0.013
H -2.52958 -6.99280 6.27320 -0.027 -0.025 0.032
H -1.15013 -5.88249 6.27688 -0.034 0.014 0.009
H -2.16733 -5.95180 8.48387 0.032 0.022 -0.012
H -0.52278 -6.60383 8.55332 0.033 -0.014 -0.030
H -0.66458 -8.51573 10.15180 0.055 -0.017 -0.016
H -0.29509 -9.01453 8.47869 0.008 0.009 -0.003
H -1.58537 -9.82659 9.38579 -0.038 0.024 0.024
C 6.36239 3.69062 6.29431 -0.042 0.064 -0.005
O 5.15995 3.71206 7.04039 0.097 -0.122 0.015
C 4.27009 2.65913 6.69666 -0.081 0.199 0.094
C 4.32783 1.52398 7.69431 0.044 -0.198 -0.122
O 5.58985 0.87290 7.68565 0.032 0.115 0.012
C 6.43890 1.27764 8.74428 -0.011 -0.055 -0.012
H 7.06870 4.35784 6.78632 -0.034 0.035 0.001
H 6.79491 2.68802 6.25281 -0.004 -0.010 -0.011
H 6.18759 4.05171 5.27422 0.036 -0.050 -0.023
H 4.47857 2.29619 5.68683 -0.016 -0.019 -0.015
H 3.25887 3.07716 6.69847 -0.013 -0.032 -0.029
H 3.57835 0.77613 7.41656 -0.036 0.020 0.013
H 4.08821 1.88525 8.69918 0.016 0.034 0.008
H 6.11835 0.82320 9.68811 0.012 0.051 0.031
H 6.45762 2.36411 8.85466 -0.011 0.006 0.004
H 7.44441 0.93012 8.51189 -0.019 -0.045 -0.011
C 1.24357 -1.91507 5.21055 -0.014 -0.096 0.045
O 1.04793 -2.82323 4.14029 0.039 0.169 -0.040
C 0.54723 -2.19819 2.96655 -0.020 -0.336 0.051
C 1.64099 -1.95593 1.95053 -0.033 0.250 -0.125
O 2.59765 -1.01611 2.41824 0.111 -0.038 0.145
C 3.78164 -1.61706 2.91151 -0.060 -0.548 0.071
H 1.85501 -2.41547 5.95996 -0.025 -0.039 -0.003
H 1.75830 -1.00931 4.88293 -0.004 0.023 -0.010
H 0.28375 -1.64302 5.66309 0.017 0.062 0.000
H 0.04124 -1.26057 3.21557 0.038 0.042 -0.005
H -0.19407 -2.87559 2.53020 0.006 0.025 -0.037
H 1.19180 -1.53448 1.04566 -0.016 -0.037 -0.015
H 2.12630 -2.89742 1.67575 -0.031 -0.028 0.037
H 4.40791 -1.96667 2.08319 0.037 -0.034 0.016
H 3.56299 -2.45477 3.57748 -0.040 -0.041 -0.042
H 4.32936 -0.85868 3.46924 -0.084 -1.168 -0.008
```
Positions in Å, forces in eV/Å.

For the frontier orbital gap, the calculation gives 9.15 eV. The structure (SMILES) is C[C@H](O)CNCCOc1cccc2c1C(=O)NC2=O.COCCOC.COCCOC.COCCOC.COCCOC.COCCOC.COCCOC.COCCOC.COCCOC. The total energy is -92141.3735 eV. Its net charge is 0. As for the energy above the lowest of the compared OMol25 structures with the same formula, charge and spin: 50.1 kJ/mol.